C52H134N10O16 | ωB97M-V/def2-TZVPD

The SMILES is COC[C@H](C)N.COC[C@H](C)N.COC[C@H](C)N.COC[C@H](C)N.COCCNCCOC.COCCNCCOC.COCCNCCOC.COCCNCCOC.COCCNCCOC.COCCNCCOC. Its LUMO energy is 0.4 eV. As for the energy above the lowest of the compared OMol25 structures with the same formula, charge and spin: 34.92 kcal/mol. As for the multiplicity: 1. The calculation puts the strongest force on any atom at 1.965 eV/A.

Each line ends with the Löwdin charge.
Positions of all 212 atoms, in Å:
C1 -3.000 -0.006 -4.058  -0.100
O1 -4.009 -0.119 -5.038  -0.187
C2 -5.269 0.323 -4.589  -0.247
C3 -6.267 0.196 -5.704  -0.227
N1 -6.349 -1.163 -6.223  -0.052
C4 -7.278 -1.272 -7.330  -0.234
C5 -7.313 -2.669 -7.875  -0.230
O2 -6.079 -2.921 -8.547  -0.193
C6 -6.191 -3.907 -9.544  -0.131
H1 -2.927 1.025 -3.671  0.064
H2 -2.101 -0.347 -4.555  0.092
H3 -3.284 -0.557 -3.147  0.086
H4 -5.214 1.391 -4.304  0.124
H5 -5.596 -0.239 -3.697  0.128
H6 -5.977 0.903 -6.512  0.125
H7 -7.241 0.556 -5.357  0.121
H8 -5.441 -1.486 -6.540  0.111
H9 -6.993 -0.620 -8.181  0.127
H10 -8.269 -0.926 -7.022  0.121
H11 -8.151 -2.791 -8.577  0.118
H12 -7.450 -3.443 -7.107  0.128
H13 -6.408 -4.907 -9.126  0.090
H14 -5.216 -4.013 -10.029  0.086
H15 -6.927 -3.707 -10.335  0.086
C7 1.079 3.487 1.412  -0.087
O3 0.218 2.356 1.357  -0.257
C8 -0.118 1.857 2.661  -0.191
C9 -1.040 0.699 2.443  -0.196
N2 -0.321 -0.320 1.668  -0.018
C10 -1.241 -1.254 1.091  -0.220
C11 -0.517 -2.363 0.371  -0.222
O4 0.123 -1.981 -0.824  -0.203
C12 -0.728 -1.237 -1.670  -0.114
H16 1.215 3.834 0.389  0.070
H17 2.055 3.287 1.868  0.095
H18 0.583 4.269 1.999  0.086
H19 -0.600 2.640 3.255  0.123
H20 0.797 1.513 3.166  0.122
H21 -1.938 1.001 1.888  0.094
H22 -1.408 0.259 3.375  0.117
H23 0.258 0.204 1.020  0.093
H24 -1.929 -0.731 0.406  0.113
H25 -1.828 -1.764 1.860  0.103
H26 -1.233 -3.146 0.089  0.121
H27 0.241 -2.759 1.046  0.106
H28 -0.334 -1.347 -2.679  0.079
H29 -0.743 -0.158 -1.435  0.084
H30 -1.776 -1.547 -1.580  0.085
C13 3.692 -2.349 1.022  -0.122
O5 4.081 -1.331 1.920  -0.184
C14 2.976 -0.777 2.628  -0.220
C15 2.324 -1.707 3.606  -0.214
N3 3.157 -2.243 4.671  -0.042
C16 3.685 -1.254 5.585  -0.217
C17 2.622 -0.748 6.504  -0.222
O6 1.951 0.340 5.874  -0.214
C18 0.618 0.504 6.258  -0.122
H31 3.550 -3.301 1.558  0.080
H32 4.522 -2.519 0.335  0.093
H33 2.777 -2.115 0.461  0.076
H34 2.220 -0.493 1.888  0.091
H35 3.421 0.107 3.087  0.121
H36 1.875 -2.533 3.043  0.094
H37 1.442 -1.236 4.044  0.108
H38 3.950 -2.724 4.255  0.109
H39 4.120 -0.384 5.079  0.119
H40 4.454 -1.735 6.187  0.123
H41 3.055 -0.313 7.421  0.126
H42 1.935 -1.543 6.814  0.125
H43 0.161 1.269 5.637  0.074
H44 0.567 0.835 7.309  0.091
H45 0.077 -0.449 6.188  0.085
C19 6.638 1.357 -5.527  -0.103
O7 6.848 1.650 -4.157  -0.179
C20 5.930 0.988 -3.351  -0.275
C21 6.246 1.255 -1.898  -0.165
N4 6.217 2.706 -1.532  -0.061
C22 5.001 3.415 -1.888  -0.218
C23 3.784 2.816 -1.227  -0.219
O8 3.332 1.653 -1.908  -0.198
C24 2.427 0.939 -1.115  -0.097
H46 7.136 0.413 -5.765  0.088
H47 7.158 2.145 -6.077  0.087
H48 5.587 1.352 -5.817  0.070
H49 5.892 -0.105 -3.528  0.126
H50 4.901 1.302 -3.565  0.099
H51 7.236 0.886 -1.632  0.120
H52 5.472 0.806 -1.272  0.106
H53 6.981 3.127 -2.055  0.100
H54 4.893 3.465 -2.979  0.121
H55 5.132 4.422 -1.489  0.120
H56 2.948 3.527 -1.166  0.113
H57 4.109 2.578 -0.196  0.133
H58 1.622 1.570 -0.693  0.075
H59 2.920 0.499 -0.230  0.093
H60 1.930 0.135 -1.652  0.065
C25 -4.261 -0.988 3.526  -0.127
O9 -4.057 0.366 3.338  -0.203
C26 -4.842 1.004 2.360  -0.224
C27 -5.054 2.480 2.619  -0.226
N5 -3.882 3.338 2.759  -0.040
C28 -4.412 4.702 2.936  -0.217
C29 -3.378 5.725 3.310  -0.242
O10 -2.672 5.329 4.462  -0.180
C30 -1.707 6.296 4.834  -0.117
H61 -3.628 -1.304 4.360  0.089
H62 -3.853 -1.555 2.677  0.062
H63 -5.302 -1.236 3.748  0.095
H64 -5.883 0.619 2.432  0.124
H65 -4.537 0.747 1.336  0.123
H66 -5.723 2.598 3.490  0.121
H67 -5.645 2.828 1.759  0.125
H68 -3.376 3.072 3.602  0.110
H69 -5.200 4.705 3.711  0.121
H70 -4.857 4.992 1.980  0.121
H71 -3.814 6.718 3.487  0.127
H72 -2.680 5.829 2.458  0.119
H73 -0.970 6.501 4.051  0.072
H74 -1.170 5.919 5.707  0.085
H75 -2.113 7.270 5.151  0.096
C31 5.336 -7.927 -3.412  -0.144
O11 4.814 -6.918 -2.602  -0.193
C32 3.567 -6.413 -3.110  -0.205
C33 3.028 -5.390 -2.146  -0.214
N6 2.264 -6.050 -1.117  -0.052
C34 1.647 -5.097 -0.193  -0.199
C35 1.119 -5.796 1.041  -0.203
O12 2.155 -6.613 1.575  -0.193
C36 1.750 -7.359 2.683  -0.117
H76 4.598 -8.722 -3.589  0.087
H77 6.140 -8.442 -2.874  0.085
H78 5.780 -7.523 -4.328  0.087
H79 2.905 -7.266 -3.282  0.124
H80 3.767 -5.882 -4.058  0.120
H81 2.303 -4.875 -2.781  0.114
H82 3.799 -4.751 -1.702  0.130
H83 2.749 -6.759 -0.585  0.108
H84 0.859 -4.504 -0.677  0.111
H85 2.385 -4.315 0.095  0.091
H86 0.294 -6.485 0.792  0.134
H87 0.752 -5.037 1.745  0.089
H88 1.155 -8.221 2.355  0.092
H89 1.170 -6.746 3.393  0.082
H90 2.608 -7.700 3.260  0.087
C37 -1.986 5.013 -0.881  -0.043
C38 -2.143 3.586 -1.377  -0.450
C39 -1.169 3.150 -2.445  -0.201
O13 -1.109 4.068 -3.523  -0.191
C40 -2.305 4.163 -4.287  -0.101
N7 -2.175 2.574 -0.309  0.061
H91 -2.866 5.353 -0.332  0.069
H92 -1.710 5.716 -1.668  0.077
H93 -1.178 5.056 -0.132  0.071
H94 -3.157 3.503 -1.800  0.125
H95 -1.390 2.127 -2.762  0.100
H96 -0.142 3.222 -2.067  0.128
H97 -2.109 4.909 -5.068  0.090
H98 -3.142 4.620 -3.746  0.084
H99 -2.509 3.202 -4.768  0.085
H100 -2.769 2.886 0.464  0.049
H101 -1.238 2.532 0.131  0.047
C41 -4.218 -4.072 1.275  -0.055
C42 -3.927 -5.262 2.166  -0.425
C43 -2.976 -4.888 3.293  -0.227
O14 -1.740 -4.494 2.763  -0.196
C44 -0.872 -4.069 3.781  -0.109
N8 -5.221 -5.695 2.718  0.026
H102 -3.304 -3.560 0.978  0.054
H103 -4.926 -3.370 1.709  0.069
H104 -4.654 -4.470 0.354  0.086
H105 -3.585 -6.125 1.599  0.142
H106 -2.881 -5.764 3.960  0.128
H107 -3.415 -4.068 3.890  0.125
H108 0.146 -3.954 3.408  0.058
H109 -0.738 -4.850 4.545  0.096
H110 -1.253 -3.126 4.183  0.090
H111 -5.052 -6.439 3.394  0.070
H112 -5.674 -4.946 3.236  0.067
C45 1.732 7.005 4.913  -0.065
C46 2.394 7.780 6.087  -0.405
C47 1.584 7.567 7.342  -0.215
O15 0.238 7.918 7.053  -0.216
C48 -0.588 7.896 8.162  -0.135
N9 3.803 7.310 6.307  0.028
H113 0.758 7.458 4.705  0.051
H114 1.642 5.959 5.198  0.082
H115 2.288 7.109 3.977  0.076
H116 2.404 8.851 5.876  0.139
H117 1.988 8.282 8.084  0.131
H118 1.612 6.558 7.785  0.134
H119 -0.646 6.872 8.571  0.093
H120 -1.597 8.200 7.897  0.086
H121 -0.225 8.558 8.961  0.091
H122 3.780 6.320 6.550  0.065
H123 4.246 7.279 5.389  0.063
C49 2.111 -1.165 -6.593  -0.048
C50 3.490 -1.157 -5.916  -0.445
C51 3.707 -2.486 -5.241  -0.239
O16 2.718 -2.821 -4.328  -0.186
C52 2.500 -1.864 -3.327  -0.109
N10 4.546 -0.981 -6.904  0.030
H124 2.001 -0.355 -7.320  0.075
H125 1.274 -1.123 -5.895  0.066
H126 2.026 -2.090 -7.173  0.085
H127 3.574 -0.322 -5.219  0.124
H128 4.710 -2.488 -4.780  0.129
H129 3.715 -3.311 -5.956  0.131
H130 2.006 -2.328 -2.470  0.073
H131 1.823 -1.094 -3.704  0.079
H132 3.466 -1.514 -2.947  0.100
H133 4.549 -1.677 -7.651  0.079
H134 4.393 -0.137 -7.457  0.073